Entry 1:
The following is a quantum chemistry calculation of CClF3OS in the gas phase in a non-equilibrium geometry, from the OMol25 dataset.

XYZ file:
```
7
Properties=species:S:1:pos:R:3:forces:R:3
O 0.562 -1.463 1.524 0.54 1.50 -0.85
Cl -1.675 0.648 0.295 -0.90 0.13 0.41
C -0.034 0.726 -0.111 1.68 1.21 0.61
S 0.783 -1.112 -0.246 -0.53 -0.62 0.72
F 0.147 1.521 -1.200 -0.31 -1.81 -0.24
F -0.537 -1.726 -1.050 0.32 0.96 -0.81
F 0.753 1.406 0.787 -0.81 -1.38 0.16
```
Positions in Å, forces in eV/Å.

Summary:
**Expectation value of S²**: 2.01
**ΔE to the lowest compared entry with this formula, charge and spin**: 70.27 kcal per mole
**Kohn-Sham gap (spin up / spin down)**: 7.170 / 9.206 eV
**E_tot**: -1271.1039 Ha
**2S+1**: 3
**E_LUMO (spin up / spin down)**: -0.584 / -2.910 eV



Entry 2:
The following is a quantum chemistry calculation of CClF4N in the gas phase in a non-equilibrium geometry, from the OMol25 dataset.

XYZ file:
```
7
Properties=species:S:1:pos:R:3:forces:R:3
C 0.380 -0.075 -0.599 -2.58 -0.99 4.35
N 0.355 -1.009 0.882 2.77 4.39 -2.02
F -0.329 -2.058 0.524 -2.34 -2.03 -0.14
Cl -0.456 0.078 2.078 -0.10 -1.07 -0.88
F 1.088 0.965 -0.299 0.51 0.50 -0.38
F -0.896 0.257 -0.867 0.82 0.02 -0.03
F 0.839 -0.792 -1.543 0.93 -0.81 -0.89
```
Positions in Å, forces in eV/Å.

Summary:
**SMILES string**: FN(Cl)C(F)(F)F
**ΔE to the lowest compared entry with this formula, charge and spin**: 0.00 kcal per mole
**Kohn-Sham gap**: 10.529 eV
**E_tot**: -952.3876 Ha
**2S+1**: 1
**E_LUMO**: 0.080 eV



Entry 3:
The following is a quantum chemistry calculation of 2 unconnected molecules or ions with the total composition CClFN2O4 in a non-equilibrium geometry, from the OMol25 dataset.

XYZ file:
```
9
Properties=species:S:1:pos:R:3:forces:R:3
C 0.122 -0.136 0.361 -0.52 -0.28 1.17
O 1.481 -1.901 0.287 0.07 -0.34 0.06
F -0.275 -0.589 1.521 0.29 0.40 -1.05
O -1.036 1.738 0.785 -0.41 0.19 0.31
Cl -3.060 -0.581 -0.503 0.03 0.02 0.00
N -0.155 1.267 0.111 0.25 -0.56 -0.17
O 0.509 1.816 -0.730 0.22 0.26 -0.25
N 1.064 -0.964 -0.354 0.12 0.27 0.43
O 1.350 -0.652 -1.479 -0.06 0.05 -0.51
```
Positions in Å, forces in eV/Å.

Summary:
**ΔE to the lowest compared entry with this formula, charge and spin**: 74.70 kcal per mole
**Kohn-Sham gap (spin up / spin down)**: 8.783 / 6.661 eV
**E_tot**: -1008.2869 Ha
**2S+1**: 1
**E_LUMO (spin up / spin down)**: -3.289 / -4.553 eV



Entry 4:
The following is a quantum chemistry calculation of 2 unconnected molecules or ions with the total composition CClFN2O4 in a non-equilibrium geometry, from the OMol25 dataset.

XYZ file:
```
9
Properties=species:S:1:pos:R:3:forces:R:3
N -0.798 -1.349 -0.065 1.06 3.88 0.85
O 1.898 0.160 0.215 -0.62 0.79 1.23
Cl 0.000 0.659 2.003 -1.02 1.13 -0.45
O -0.669 -1.884 0.936 0.16 -2.53 2.95
N 0.962 0.726 -0.392 4.37 -2.88 -1.67
O -1.098 -1.541 -1.145 -1.21 -1.27 -3.87
F -1.226 1.504 -0.289 1.54 -0.47 1.39
O 1.104 0.775 -1.609 -2.33 1.68 -0.36
C -0.174 0.950 0.347 -1.95 -0.32 -0.05
```
Positions in Å, forces in eV/Å.

Summary:
**ΔE to the lowest compared entry with this formula, charge and spin**: 55.82 kcal per mole
**Kohn-Sham gap (spin up / spin down)**: 7.809 / 8.341 eV
**E_tot**: -1008.3170 Ha
**2S+1**: 1
**E_LUMO (spin up / spin down)**: -2.454 / -1.697 eV



Entry 5:
The following is a quantum chemistry calculation of 2 unconnected molecules or ions with the total composition CClFO3P in a non-equilibrium geometry, from the OMol25 dataset.

XYZ file:
```
7
Properties=species:S:1:pos:R:3:forces:R:3
Cl 2.536 1.690 0.395 -0.04 0.18 0.12
F -3.033 0.806 -0.902 1.07 0.25 1.06
O 2.988 -1.209 0.909 -1.13 1.20 -1.05
O -2.452 -0.334 0.943 0.74 1.61 -0.57
C -2.200 0.615 0.283 -1.64 -1.95 -0.49
P 2.321 -0.338 -0.143 1.47 -1.48 0.39
O 2.630 -0.463 -1.598 -0.47 0.18 0.54
```
Positions in Å, forces in eV/Å.

Summary:
**ΔE to the lowest compared entry with this formula, charge and spin**: 70.31 kcal per mole
**Kohn-Sham gap (spin up / spin down)**: 9.142 / 3.489 eV
**Charge**: -1
**E_tot**: -1165.2939 Ha
**2S+1**: 1
**E_LUMO (spin up / spin down)**: 2.722 / 0.111 eV



Entry 6:
The following is a quantum chemistry calculation of CClNO in the gas phase in a non-equilibrium geometry, from the OMol25 dataset.

XYZ file:
```
4
Properties=species:S:1:pos:R:3:forces:R:3
O -1.697 -0.615 0.518 7.82 3.52 -5.34
C -0.664 -0.195 -0.122 -0.53 -3.13 2.67
N 0.686 -0.110 -0.728 -6.59 0.06 3.13
Cl 1.675 0.920 0.333 -0.69 -0.46 -0.45
```
Positions in Å, forces in eV/Å.

Summary:
**SMILES string**: O=C=NCl
**ΔE to the lowest compared entry with this formula, charge and spin**: 32.44 kcal per mole
**Kohn-Sham gap**: 9.183 eV
**E_tot**: -628.1646 Ha
**2S+1**: 1
**E_LUMO**: -1.163 eV



Entry 7:
The following is a quantum chemistry calculation of a molecular structure, CClNO3S2 in a non-equilibrium geometry, from the OMol25 dataset.

XYZ file:
```
8
Properties=species:S:1:pos:R:3:forces:R:3
S 0.981 0.385 0.054 3.46 5.49 2.61
O -0.909 -1.302 -0.814 0.00 -0.44 -0.29
C -1.277 -0.478 0.021 -0.91 -1.09 -0.60
O 1.866 1.449 0.857 -2.81 -3.57 -2.31
O 1.106 0.576 -1.368 -0.20 -0.23 -0.14
Cl 2.140 -1.340 0.383 0.37 -0.86 0.19
N -0.397 0.279 0.735 1.71 0.58 0.28
S -2.895 -0.165 0.455 -1.61 0.13 0.25
```
Positions in Å, forces in eV/Å.

Summary:
**ΔE to the lowest compared entry with this formula, charge and spin**: 55.56 kcal per mole
**Kohn-Sham gap**: 5.746 eV
**Charge**: -2
**E_tot**: -1575.1536 Ha
**2S+1**: 1
**E_LUMO**: 5.991 eV



Entry 8:
The following is a quantum chemistry calculation of 2 unconnected molecules or ions with the total composition CClO2 in a non-equilibrium geometry, from the OMol25 dataset.

XYZ file:
```
4
Properties=species:S:1:pos:R:3:forces:R:3
Cl -2.180 -0.092 0.003 0.10 -0.04 0.02
O 0.704 1.170 -0.008 -0.39 1.45 0.18
C 0.602 0.021 0.017 0.53 0.24 -0.37
O 0.874 -1.099 -0.012 -0.24 -1.65 0.17
```
Positions in Å, forces in eV/Å.

Summary:
**ΔE to the lowest compared entry with this formula, charge and spin**: 0.00 kcal per mole
**Kohn-Sham gap**: 7.844 eV
**Charge**: -1
**E_tot**: -648.8942 Ha
**2S+1**: 1
**E_LUMO**: 3.889 eV



Entry 9:
The following is a quantum chemistry calculation of a molecular structure, CErNO5S2 in a non-equilibrium geometry, from the OMol25 dataset.

XYZ file:
```
10
Properties=species:S:1:pos:R:3:forces:R:3
S 1.165 1.887 -0.242 0.77 -1.27 0.55
O 0.399 1.498 1.012 -0.04 0.36 -0.61
Er -0.912 -0.321 1.307 -1.31 1.38 -2.13
N 2.169 0.834 -0.689 -0.69 1.12 0.81
O 3.226 -1.629 -0.545 -1.90 1.45 1.23
O -3.854 -0.631 -0.728 1.85 -0.42 1.51
O 1.027 -1.232 0.708 0.27 0.44 0.50
S 1.914 -0.956 -0.514 0.71 -2.04 -2.41
C -2.829 -0.338 -0.102 -1.83 0.53 -1.68
O -2.304 0.889 -0.206 2.18 -1.54 2.23
```
Positions in Å, forces in eV/Å.

Summary:
**Expectation value of S²**: 3.75
**Kohn-Sham gap (spin up / spin down)**: 5.038 / 5.063 eV
**E_tot**: -2280.4205 Ha
**2S+1**: 4
**E_LUMO (spin up / spin down)**: -2.493 / -2.489 eV